ORCA calculation (ωB97M-V/def2-TZVPD) on C36H44Cl5IN2O5Si4Sn as an isolated structure.

Properties
LUMO in eV: 3.73
Net charge: -2
HOMO energy in eV: -1.853
Max |F| in Eh/bohr: 0.0102
ΔE to the lowest compared entry with this formula, charge and spin in kcal per mole: 19.76
Spin multiplicity: 1

Atoms and positions in Å:
Sn1 -0.65218 0.26181 1.41520
C1 -0.35717 5.43404 1.39190
C2 1.00765 4.88288 1.10749
N1 1.97868 5.70631 0.82034
C3 3.22689 5.20202 0.62032
C4 3.54192 3.88476 0.79818
C5 4.97834 3.46392 0.63785
O1 5.71100 3.41962 1.87317
C6 2.51244 2.96012 1.14147
C7 2.87179 1.62608 1.55563
N2 2.09235 0.73406 2.06090
C8 2.69844 -0.44371 2.53128
C9 3.62209 -1.16700 1.77546
C10 4.21318 -2.31665 2.27683
C11 3.88353 -2.77376 3.54452
C12 2.94130 -2.08523 4.29796
C13 2.34901 -0.93652 3.79671
I1 0.92540 0.06152 4.94549
C14 1.16929 3.42971 1.18635
O2 0.14495 2.71206 1.30591
H1 -0.31440 6.52188 1.37948
H2 -1.08593 5.08636 0.65758
H3 -0.71737 5.08140 2.36209
H4 3.99530 5.91590 0.33798
H5 5.04687 2.49793 0.12616
H6 5.49980 4.19355 0.01892
H7 5.15804 2.97759 2.52324
H8 3.94526 1.40363 1.51616
H9 3.83643 -0.84703 0.76246
H10 4.91313 -2.86964 1.66239
H11 4.33054 -3.67901 3.93725
H12 2.65407 -2.44539 5.27738
Cl1 -8.54259 1.78958 1.82731
C15 -6.92804 1.16205 1.91862
C16 -5.82481 2.01334 1.85912
Cl2 -6.08005 3.71897 1.68331
C17 -4.53540 1.51710 1.93444
Cl3 -3.16978 2.57345 1.84016
C18 -4.24773 0.11849 2.06007
O3 -3.08075 -0.35753 2.11947
C19 -5.41524 -0.71495 2.12999
Cl4 -5.13135 -2.40751 2.31950
C20 -6.69867 -0.20814 2.05890
Cl5 -8.05727 -1.28633 2.14855
O4 -1.46229 -2.47395 0.53759
C21 -0.38636 -2.69409 1.10650
O5 0.42989 -1.79209 1.51128
C22 0.03157 -4.12793 1.37260
C23 -0.75974 -5.17487 0.91364
C24 -0.38109 -6.49017 1.14343
C25 0.78800 -6.76530 1.84279
C26 1.57543 -5.72109 2.31156
C27 1.19826 -4.40642 2.07528
H13 -1.67676 -4.93417 0.38839
H14 -0.99938 -7.30301 0.77944
H15 1.08200 -7.79273 2.02505
H16 2.48663 -5.93047 2.86196
H17 1.79827 -3.57535 2.42451
C28 -3.61107 -1.57417 -1.48315
Si1 -2.73014 -0.09296 -2.22514
C29 -2.78193 -0.30274 -4.11099
C30 -3.78055 1.42568 -1.83755
Si2 -0.55319 0.13194 -1.37920
Si3 0.36835 1.98349 -2.45412
C31 -0.43275 3.57380 -1.83064
C32 2.22531 2.03948 -2.09513
C33 0.23601 2.10963 -4.34248
Si4 0.63806 -1.64862 -2.34492
C34 -0.34529 -3.24004 -2.58179
C35 2.18736 -2.01920 -1.32771
C36 1.30884 -1.27878 -4.08427
H18 -4.63650 -1.63736 -1.86878
H19 -3.64343 -1.49385 -0.39424
H20 -3.09344 -2.50907 -1.70457
H21 -3.80274 -0.55331 -4.42307
H22 -2.11597 -1.10309 -4.44837
H23 -2.48301 0.61720 -4.62606
H24 -4.71573 1.39003 -2.40836
H25 -3.26616 2.36065 -2.07708
H26 -4.03629 1.45476 -0.77645
H27 -0.65700 3.50439 -0.76090
H28 -1.37565 3.74588 -2.36019
H29 0.21548 4.44072 -2.00134
H30 2.42724 1.81700 -1.04563
H31 2.64233 3.02782 -2.31995
H32 2.75148 1.29641 -2.70558
H33 -0.80384 2.24069 -4.65925
H34 0.64909 1.24602 -4.87763
H35 0.79329 3.00382 -4.64885
H36 -0.86897 -3.52023 -1.66845
H37 0.33119 -4.05202 -2.87290
H38 -1.08361 -3.11002 -3.37989
H39 1.97055 -2.18049 -0.26896
H40 2.86951 -1.16253 -1.39622
H41 2.70723 -2.90106 -1.72153
H42 0.51067 -1.02926 -4.79131
H43 1.82137 -2.17681 -4.45128
H44 2.03054 -0.45386 -4.08350

ORCA calculation (ωB97M-V/def2-TZVPD) on a 2-piece molecular cluster, BrCl4HSi2 overall in a non-equilibrium geometry.

Properties
LUMO in eV: -0.94
Net charge: 0
HOMO energy in eV: -9.703
Max |F| in Eh/bohr: 0.0713
ΔE to the lowest compared entry with this formula, charge and spin in kcal per mole: 12.47
Spin multiplicity: 1

Atoms and positions in Å:
Si1 -1.57364 -0.18962 0.10204
Si2 2.13790 0.44331 0.76290
Cl1 -1.37241 0.61586 -1.71307
Cl2 -0.36689 -1.74433 0.18293
Cl3 -1.30519 1.32633 1.35601
Cl4 2.10752 1.58691 -0.99143
Br1 3.39974 -1.19267 -0.15335
H1 -3.02703 -0.84580 0.45396

ORCA calculation (ωB97M-V/def2-TZVPD) on an isolated ion of composition C5H8 and charge +1 in a non-equilibrium geometry.

Properties
LUMO (spin up / spin down) in eV: -4.06 / -9.25
Net charge: +1
HOMO energy (spin up / spin down) in eV: -15.538 / -14.307
Expectation value of S²: 0.77
Max |F| in Eh/bohr: 0.0450
ΔE to the lowest compared entry with this formula, charge and spin in kcal per mole: 45.02
Spin multiplicity: 2

Atoms and positions in Å:
C1 0.81111 0.65921 1.06243
C2 0.36568 -0.18258 2.06919
C3 0.43785 0.62188 -0.38662
C4 -0.46060 -0.48693 -0.77744
C5 -1.18783 -0.62638 -1.89435
H1 1.67289 1.29609 1.27051
H2 0.89643 -0.25487 3.00442
H3 -0.15940 -1.07208 1.80178
H4 -0.07756 1.55582 -0.71176
H5 1.37410 0.73731 -0.96519
H6 -0.53703 -1.28057 0.01447
H7 -2.03000 -1.28107 -1.94315
H8 -1.02485 -0.00763 -2.74524

ORCA calculation (ωB97M-V/def2-TZVPD) on a 2-piece molecular cluster, C4H11NO overall in a non-equilibrium geometry.

Properties
LUMO in eV: 0.99
Net charge: 0
HOMO energy in eV: -7.692
Max |F| in Eh/bohr: 0.0297
ΔE to the lowest compared entry with this formula, charge and spin in kcal per mole: 36.97
Spin multiplicity: 1

Atoms and positions in Å:
C1 0.41885 1.64066 -0.82733
N1 0.47985 0.21565 1.98121
C2 1.39241 0.04833 0.91967
C3 1.16620 0.44534 -0.33770
C4 2.68087 -0.62341 1.31197
H1 0.51813 2.53081 -0.19752
H2 -0.62281 1.42785 -0.73785
H3 0.72399 1.95272 -1.81756
H4 -0.00077 1.10291 1.95513
H5 0.88306 -0.06160 2.86098
H6 1.75914 -0.06474 -1.08777
H7 2.48546 -1.59487 1.77382
H8 3.29627 -0.73247 0.42096
H9 3.29575 0.01296 1.93450
H10 -6.02872 -2.42279 -2.02919
H11 -5.94315 -1.98559 -3.44683
O1 -6.50453 -1.89174 -2.67651